Entry from the Open Molecules 2025 dataset: 8 unconnected molecules or ions with the total composition C32H44F12O20 (ωB97M-V with the def2-TZVPD basis set).

Summary:
DFT total energy in eV: -107459.5526
ΔE to the lowest compared entry with this formula, charge and spin in kJ/mol: 0.00
Maximum force in eV Å⁻¹: 2.56
Frontier orbital gap in eV: 10.6

Cartesian coordinates (Å):
C -3.53369 -3.09521 0.51279
C -4.77848 -3.15927 -0.40155
O -4.66555 -2.25660 -1.49947
C -4.95465 -0.98030 -1.34171
O -5.39990 -0.47352 -0.36314
C -4.72479 -0.14286 -2.62228
F -3.79392 0.77811 -2.45367
F -4.38428 -0.95439 -3.63644
F -5.86367 0.45679 -2.96501
H -2.77841 -3.79016 0.14787
H -3.80736 -3.26661 1.54845
H -3.05825 -2.11651 0.42754
H -5.66559 -3.01483 0.21462
H -4.87471 -4.13871 -0.86248
C -0.63678 -3.24965 -7.57091
C -1.48633 -3.28553 -6.31229
O -1.59481 -1.98462 -5.70245
C -0.57665 -1.46606 -5.05619
O 0.48675 -1.98303 -4.90031
C -0.94872 -0.11710 -4.43027
F -2.05081 0.42490 -4.91647
F -1.00920 -0.26883 -3.11340
F 0.04705 0.75675 -4.69453
H -0.54146 -4.27990 -7.91302
H 0.34261 -2.79889 -7.42184
H -1.11611 -2.64262 -8.33945
H -1.11571 -3.94386 -5.52516
H -2.51190 -3.54961 -6.55727
C 2.94007 0.30247 -3.16637
C 4.22216 0.18421 -2.34519
O 4.67915 1.45390 -1.91006
C 4.23026 1.97252 -0.79296
O 3.66657 1.40072 0.09468
C 4.53741 3.47640 -0.72304
F 3.44570 4.15505 -1.11153
F 4.89510 3.87426 0.48499
F 5.52025 3.81090 -1.57231
H 3.05925 0.91573 -4.05947
H 2.13903 0.76357 -2.58486
H 2.60132 -0.70049 -3.42636
H 4.97794 -0.33118 -2.93139
H 3.97739 -0.43104 -1.47630
C -0.00460 -3.21306 -1.11147
C 1.06710 -2.19523 -0.77904
O 0.50191 -0.88754 -0.89259
C -0.15759 -0.35486 0.10798
O -0.46071 -0.87214 1.14438
C -0.51813 1.13101 -0.11096
F 0.26151 1.69337 -1.04578
F -1.79846 1.21130 -0.45523
F -0.34409 1.81817 1.01679
H -0.94692 -2.94719 -0.63459
H 0.22020 -4.22560 -0.76876
H -0.21975 -3.35086 -2.17458
H 1.96478 -2.20639 -1.38418
H 1.33359 -2.45303 0.25046
C 0.53298 2.01928 3.99733
C 0.08390 3.10679 4.96995
C 1.14516 3.79672 5.79644
O 0.64363 5.14322 5.79918
C -0.19351 5.33958 4.79274
O -0.68780 6.37720 4.47827
O -0.43152 4.16933 4.14992
H 1.07927 1.18529 4.43934
H 1.15426 2.50503 3.24674
H -0.37440 1.59403 3.57202
H -0.76097 2.73076 5.55281
H 2.16240 3.78207 5.40489
H 1.17176 3.38813 6.80505
C 0.09351 4.80203 -0.55789
C -0.54897 4.92242 0.80747
C -0.86300 6.31079 1.33019
O -2.13250 6.13792 1.96111
C -2.67754 4.98230 1.55293
O -3.74037 4.57814 1.93263
O -1.87250 4.36458 0.68672
H 0.71894 3.91633 -0.57022
H 0.71363 5.66838 -0.80466
H -0.66638 4.77123 -1.33647
H -0.02630 4.30804 1.54632
H -0.85603 7.01667 0.49392
H -0.11669 6.64507 2.04748
C -3.89772 0.88701 2.51661
C -3.03547 -0.00875 3.37791
C -3.22496 0.19410 4.92078
O -3.91942 -0.99240 5.31502
C -3.81559 -1.91210 4.34212
O -4.08480 -3.06698 4.47059
O -3.49638 -1.33425 3.18033
H -4.93003 0.80411 2.86339
H -3.88587 0.53845 1.48404
H -3.58187 1.93173 2.52069
H -1.97473 0.11655 3.15523
H -3.76227 1.11198 5.14177
H -2.23801 0.21264 5.38404
C 6.24646 -6.17172 0.90384
C 5.18954 -5.06876 1.02127
C 5.85527 -3.66014 0.95919
O 4.93409 -2.94372 0.10731
C 4.34578 -3.83216 -0.70613
O 3.76009 -3.56454 -1.70573
O 4.48857 -5.08000 -0.22963
H 5.83086 -7.10566 0.53050
H 6.61979 -6.33749 1.91760
H 6.98612 -5.84538 0.17885
H 4.56243 -5.06662 1.91173
H 6.83741 -3.59746 0.49566
H 5.84462 -3.22262 1.95460

Forces on atoms 1 to 6 (eV/Å):
-0.16 0.15 -0.98
0.47 -0.47 1.24
0.18 0.06 -0.89
-0.16 -0.13 0.15
-0.15 0.41 0.69
-0.38 -1.02 -0.32

Entry from the Open Molecules 2025 dataset: a gas-phase ion, CH3Cl2N4 (charge +1) (ωB97M-V with the def2-TZVPD basis set).

Summary:
DFT total energy in eV: -32077.2755
Charge: +1
ΔE to the lowest compared entry with this formula, charge and spin in kJ/mol: 310.57
Maximum force in eV Å⁻¹: 2.86
Frontier orbital gap (alpha / beta) in eV: 7.7 / 7.8

Cartesian coordinates (Å):
Cl 1.29014 0.25357 -2.80836
N 0.39723 0.26958 -1.34840
C -0.97402 0.15036 -1.10529
N -1.20784 -0.00173 0.15649
N -0.03590 0.09297 0.87000
Cl -0.05531 1.85988 2.09477
N 0.94818 0.11849 -0.08438
H -1.59737 0.14822 -1.99973
H -0.04399 -0.62001 1.64715
H 1.93380 0.44553 -0.09757

Forces on atoms 1 to 6 (eV/Å):
-0.54 -0.03 1.35
-2.46 0.05 1.28
2.57 0.13 -1.24
-1.07 -0.11 0.13
-0.28 0.23 -1.66
0.09 -0.31 -0.24

Entry from the Open Molecules 2025 dataset: a molecular structure, C11H24NaO11 (ωB97M-V with the def2-TZVPD basis set).

Summary:
DFT total energy in eV: -38734.7446
Charge: -1
ΔE to the lowest compared entry with this formula, charge and spin in kJ/mol: 48.32
Maximum force in eV Å⁻¹: 1.64
Frontier orbital gap in eV: 5.1

Cartesian coordinates (Å):
Na 2.87178 -12.72065 31.96711
C 2.67176 -9.46540 33.07376
O 1.81245 -10.52236 32.86480
H 2.16984 -8.60088 33.56583
H 3.50567 -9.81531 33.71922
H 3.09579 -9.02084 32.13169
C 3.61848 -15.23317 34.26596
O 2.85105 -14.15395 33.99004
H 4.08045 -15.65477 33.30474
H 4.55359 -15.03366 34.84578
H 3.09586 -16.10815 34.71423
C 5.67866 -10.27087 31.29835
O 6.24693 -11.40531 30.62101
C 5.99681 -12.55678 31.21782
O 5.46597 -12.67400 32.28817
O 6.49723 -13.54787 30.48778
C 6.22442 -14.86776 30.94892
H 5.98613 -10.21083 32.33883
H 4.58730 -10.34467 31.32161
H 5.95641 -9.42191 30.68317
H 6.99207 -15.17438 31.65883
H 6.37243 -15.51034 30.08000
H 5.21823 -14.94712 31.34437
C -1.69011 -14.19521 30.03908
O -0.67123 -15.09455 29.62369
C 0.49011 -14.96405 30.26182
O 0.75357 -14.09580 31.04713
O 1.22305 -16.04204 30.03077
C 2.49502 -16.10480 30.70859
H -1.58853 -13.25046 29.49518
H -1.63213 -14.02313 31.11004
H -2.65037 -14.59508 29.72429
H 2.29172 -16.40251 31.73555
H 3.00177 -15.15073 30.60266
H 3.08425 -16.88910 30.24104
C 4.95145 -11.74263 27.65234
O 3.66312 -11.12020 27.69892
C 2.86487 -11.45536 28.69531
O 3.16179 -12.12600 29.65286
O 1.73058 -10.80921 28.53883
C 0.77919 -10.87749 29.60962
H 5.05989 -12.13787 26.64146
H 4.95277 -12.64216 28.27080
H 5.72708 -11.05856 27.96579
H 0.87902 -9.99019 30.23817
H 0.95695 -11.68597 30.31190
H -0.20651 -10.97981 29.16851

Forces on atoms 1 to 6 (eV/Å):
-0.60 0.23 1.51
-0.88 -1.01 -0.05
0.42 0.09 -0.93
0.21 0.01 0.16
0.31 0.60 -0.02
0.20 0.01 0.10

Entry from the Open Molecules 2025 dataset: 2 unconnected molecules or ions with the total composition C2H8N (ωB97M-V with the def2-TZVPD basis set).

Summary:
DFT total energy in eV: -3684.7619
Charge: +1
ΔE to the lowest compared entry with this formula, charge and spin in kJ/mol: 231.87
Maximum force in eV Å⁻¹: 4.01
Frontier orbital gap in eV: 10.5

Cartesian coordinates (Å):
N -0.88770 -0.15286 -1.38005
H -1.36247 0.77917 -1.19924
H -0.39257 -0.11790 -2.34031
H -0.19479 -0.49250 -0.45854
H -1.45287 -0.95214 -1.45473
C 1.01394 -0.19817 0.56463
C 0.28953 0.54252 1.53298
H 1.05080 -1.34098 0.73256
H 2.01811 0.25013 0.16788
H -0.65510 0.15261 1.94346
H 0.57311 1.53011 1.89136

Forces on atoms 1 to 6 (eV/Å):
2.26 0.89 -0.68
0.46 -1.73 -0.16
-0.55 0.19 2.10
-0.58 1.81 -1.92
-2.05 -0.91 -0.23
1.44 1.01 3.60

Entry from the Open Molecules 2025 dataset: a molecular structure, C29H23CrN4O4 (ωB97M-V with the def2-TZVPD basis set).

Summary:
DFT total energy in eV: -73007.1152
⟨S²⟩: 3.78
Spin multiplicity: 4
Charge: +2
Maximum force in eV Å⁻¹: 1.08
Frontier orbital gap (alpha / beta) in eV: 6.8 / 7.0

Cartesian coordinates (Å):
Cr -1.00014 0.27725 0.22154
C -0.68892 4.63718 -0.26198
O -1.90004 4.06640 -0.87024
C -1.86871 2.79483 -0.64174
N -0.89054 2.29786 0.05300
C 0.01503 3.43202 0.42240
C 1.43547 3.28359 -0.06310
C 1.69262 2.92312 -1.38378
C 2.99552 2.88977 -1.85551
C 4.04882 3.22219 -1.01162
C 3.79757 3.57297 0.30808
C 2.49140 3.59874 0.78355
C -2.94104 1.89251 -1.12383
C -3.98599 2.15142 -1.98484
C -4.83689 1.09359 -2.29909
C -4.63606 -0.17083 -1.74785
C -3.56914 -0.32779 -0.88959
N -2.75922 0.68577 -0.60286
C -3.12682 -1.52320 -0.13119
N -2.00165 -1.46772 0.50320
C -1.87423 -2.70461 1.31627
C -3.13640 -3.50193 0.88790
O -3.86567 -2.57932 -0.00558
C -0.59440 -3.46925 1.08132
C 0.08471 -3.39930 -0.12785
C 1.22573 -4.16583 -0.33006
C 1.68256 -5.01187 0.66882
C 0.99565 -5.09527 1.87439
C -0.13852 -4.32325 2.08163
H -0.99610 5.41960 0.42377
H -0.09474 5.06272 -1.06343
H 0.00050 3.53247 1.50550
H 0.87482 2.67295 -2.05595
H 3.18612 2.61116 -2.88559
H 5.06574 3.21662 -1.38614
H 4.61566 3.83829 0.96638
H 2.29508 3.88691 1.81314
H -4.13184 3.14118 -2.39809
H -5.66521 1.25628 -2.97774
H -5.28415 -1.00512 -1.98344
H -1.92700 -2.41394 2.36508
H -3.79834 -3.76200 1.70564
H -2.88980 -4.38848 0.31264
H -0.29547 -2.78247 -0.93423
H 1.74922 -4.11255 -1.27837
H 2.56408 -5.61929 0.50596
H 1.34172 -5.76164 2.65521
H -0.66988 -4.38204 3.02844
O 1.55982 -0.59394 -2.60980
C 0.98063 -0.38632 -1.58670
O -0.33045 -0.13517 -1.48546
C 1.67390 -0.41027 -0.24186
C 3.01388 -0.66726 -0.08877
C 3.54686 -0.64809 1.19290
C 2.71494 -0.37916 2.27270
C 1.38185 -0.12991 2.04036
N 0.86825 -0.14508 0.79752
H 3.60456 -0.87448 -0.97091
H 4.60046 -0.83808 1.34914
H 3.09496 -0.35950 3.28510
H 0.69925 0.07760 2.85558

Forces on atoms 1 to 6 (eV/Å):
0.82 -0.33 -0.62
0.06 -0.04 0.15
-0.03 0.23 -0.09
0.19 -0.21 0.24
-0.10 0.58 -0.15
-0.09 0.06 -0.30

Entry from the Open Molecules 2025 dataset: a molecular structure, C26H34CaCl4N2O6S (ωB97M-V with the def2-TZVPD basis set).

Summary:
DFT total energy in eV: -122145.8144
ΔE to the lowest compared entry with this formula, charge and spin in kJ/mol: 196.69
Maximum force in eV Å⁻¹: 2.99
Frontier orbital gap in eV: 8.2

Cartesian coordinates (Å):
Ca -0.30198 0.24037 0.20102
C 1.19462 -2.08712 1.82836
O 0.41059 -1.72871 0.71465
C -0.37141 -2.80112 0.26450
C -1.27832 -2.29476 -0.84021
O -1.98074 -1.19449 -0.31571
C -2.87899 -0.60199 -1.21945
C -3.43434 0.63204 -0.52794
O -2.37749 1.51330 -0.25604
C -2.75906 2.52321 0.64888
H 1.96872 -2.81173 1.53963
H 1.63451 -1.17121 2.21515
H 0.57151 -2.52014 2.62237
H 0.26736 -3.60698 -0.12765
H -0.98685 -3.18895 1.09541
H -0.66850 -1.98085 -1.69513
H -1.97711 -3.08981 -1.14552
H -2.37100 -0.31377 -2.14829
H -3.70067 -1.29311 -1.46768
H -4.18717 1.12143 -1.16862
H -3.90640 0.31856 0.41477
H -3.55327 3.14727 0.21866
H -3.09916 2.09358 1.59645
H -1.87561 3.12589 0.84998
Cl -2.00131 2.69415 -6.90942
C -1.40529 2.12465 -5.38808
C -0.91785 0.83301 -5.27087
C -0.46766 0.39189 -4.04527
Cl 0.12775 -1.22858 -3.91314
C -0.46250 1.17602 -2.85862
O -0.07978 0.72578 -1.73213
C -0.93878 2.49605 -3.08008
Cl -0.94670 3.60656 -1.76114
C -1.41172 2.96279 -4.28793
H -0.89697 0.17875 -6.12595
H -1.77915 3.97382 -4.36441
C 4.06732 -3.40507 -1.12752
S 2.66047 -2.38069 -1.65987
C 3.50592 -1.42805 -2.94351
H 4.41338 -4.01276 -1.95929
H 3.71526 -4.04419 -0.32475
H 4.87008 -2.77148 -0.76238
H 4.36546 -0.92658 -2.50863
H 2.79548 -0.69705 -3.31167
H 3.80752 -2.09575 -3.74689
C 2.26679 4.71434 -0.55111
C 2.42681 3.31493 -0.08167
C 3.53283 2.60757 0.34128
C 3.05897 1.32214 0.65407
N 1.75412 1.25469 0.43731
N 1.39157 2.46203 0.00734
C 3.84972 0.17724 1.17775
H 3.22380 5.22640 -0.53581
H 1.56289 5.25455 0.07962
H 1.87170 4.73034 -1.56503
H 4.54461 2.95460 0.41723
H 0.44293 2.60538 -0.30815
H 4.91159 0.35277 1.01474
H 3.54383 -0.74034 0.67895
H 3.66431 0.07495 2.24753
Cl -4.25996 -3.47491 6.24624
C -3.22710 -2.42449 5.33216
C -2.27972 -1.65671 5.99037
C -1.43170 -0.84309 5.25789
C -1.54784 -0.76538 3.87545
C -2.52266 -1.52294 3.23584
C -3.35603 -2.36287 3.95357
C -0.61594 0.09822 3.04130
O 0.53343 0.29188 3.42876
O -1.11805 0.54126 1.97132
H -2.20848 -1.70430 7.06665
H -0.66665 -0.26747 5.75668
H -2.61273 -1.45306 2.16012
H -4.09324 -2.97193 3.45356

Forces on atoms 1 to 6 (eV/Å):
0.81 0.37 -0.58
0.64 -0.16 0.59
0.27 -1.28 0.29
-0.70 -0.71 -0.32
0.44 -0.78 -0.11
-0.63 -0.54 0.11

Entry from the Open Molecules 2025 dataset: 4 unconnected molecules or ions with the total composition C11H23Br6O7PS (ωB97M-V with the def2-TZVPD basis set).

Summary:
DFT total energy in eV: -466490.7745
Maximum force in eV Å⁻¹: 4.63
Frontier orbital gap in eV: 9.5

Cartesian coordinates (Å):
C -2.01484 -2.84738 0.83806
C -0.79433 -2.12642 0.79222
O -0.21640 -1.79203 2.06983
P 0.25012 -0.15951 2.19580
O 0.46714 0.14189 3.67997
O 1.77423 0.06302 1.42710
O -0.79978 0.93422 1.45536
C -2.19858 0.69920 1.82770
C -3.00857 0.50979 0.45101
C -4.60260 0.50041 0.62134
S -5.20705 -0.08791 2.26184
O -4.50916 -1.31116 2.77640
O -5.11946 1.09460 3.20030
O -6.82072 -0.55277 2.01230
H -2.40916 -3.24241 1.83883
H -2.66326 -3.04907 -0.06658
H -0.36029 -1.82125 -0.23035
H 2.44208 -0.23625 2.10238
H -2.64061 1.52005 2.48699
H -2.21883 -0.25578 2.45764
H -2.72293 1.41537 -0.19996
H -2.71241 -0.41583 -0.12834
H -5.01868 1.54297 0.44821
H -5.01785 -0.14929 -0.23347
H -6.71771 -1.37639 1.46969
Br 4.90405 -1.27089 1.46941
C 5.13186 -2.49951 -0.02320
C 4.10771 -2.24486 -1.09601
Br 2.37462 -2.95620 -0.57899
H 5.08679 -3.50787 0.38692
H 6.13783 -2.31024 -0.39961
H 4.37303 -2.77133 -2.01420
H 3.96532 -1.18729 -1.31840
Br 5.72968 3.90917 -1.06047
C 4.10048 4.01111 0.00367
C 3.63025 2.63932 0.41823
Br 2.76496 1.71087 -1.05940
H 3.36682 4.55636 -0.58907
H 4.36910 4.60522 0.87798
H 2.86447 2.71321 1.19228
H 4.43547 1.99550 0.77112
Br -0.71419 -0.24838 -1.94741
C -1.09727 -0.05971 -3.84880
C -0.04420 0.77130 -4.53866
Br -0.28389 2.66862 -4.16462
H -2.09955 0.35942 -3.93155
H -1.10083 -1.07779 -4.24028
H -0.13442 0.68253 -5.62237
H 0.97157 0.51337 -4.24090

Forces on atoms 1 to 6 (eV/Å):
2.34 1.22 0.57
-3.81 -2.11 -0.17
0.24 2.62 -2.55
2.34 1.32 3.47
-0.93 -0.96 -3.55
-2.89 -0.83 1.20

Entry from the Open Molecules 2025 dataset: a molecular structure, C2H5N4 (ωB97M-V with the def2-TZVPD basis set).

Summary:
DFT total energy in eV: -8104.2923
Charge: +1
ΔE to the lowest compared entry with this formula, charge and spin in kJ/mol: 331.37
Maximum force in eV Å⁻¹: 5.00
Frontier orbital gap in eV: 9.2

Cartesian coordinates (Å):
C -1.45187 0.91798 0.05258
C -0.07281 1.01928 -0.05798
N -1.81042 -0.39410 0.00182
N -0.85095 -1.19619 -0.04322
N 0.59207 -0.04927 -0.35310
N 1.70324 -0.51516 0.11518
H -2.21038 1.66259 0.14100
H 0.54019 1.90318 0.00035
H -0.78668 -2.17308 -0.31443
H 2.11346 -0.06101 0.85196
H 2.23414 -1.11422 -0.39417

Forces on atoms 1 to 6 (eV/Å):
0.49 -1.88 0.14
-0.01 1.95 -0.18
0.11 -0.85 -0.91
1.50 3.57 0.74
-2.14 -4.51 0.22
-1.53 1.65 0.04

Q: Which value of DFT total energy does entry 7 give?
A: -466490.7745 eV

Q: Which value of DFT total energy does entry 2 give?
A: -32077.2755 eV

Q: What is the maximum force in the second record?
A: 2.86 eV Å⁻¹

Q: Among the records above, which one has the highest DFT total energy?
A: C2H8N